# 1
71
Properties=species:S:1:pos:R:3:nbo_charge:R:1 method="wB97M-V/def2-TZVPD" gap_ev="4.49 / 5.44" relative_energy_kj_mol=0.0 homo_energy_ha="-0.0862 / -0.1210" total_charge=-1
K -0.06 -0.45 -0.15 0.924
C -0.29 3.75 1.52 -0.407
N -1.71 3.65 1.26 -0.450
C -2.50 4.82 1.61 -0.199
C -3.86 4.75 0.93 -0.414
C -4.51 3.43 1.28 -0.199
N -3.63 2.33 0.95 -0.449
C -4.24 1.02 0.89 -0.405
C -2.26 2.41 1.05 0.807
O -1.55 1.43 0.91 -0.711
H 0.12 4.61 0.97 0.189
H 0.21 2.85 1.18 0.252
H -0.07 3.88 2.58 0.190
H -1.96 5.70 1.28 0.201
H -2.62 4.90 2.70 0.175
H -3.73 4.83 -0.15 0.214
H -4.49 5.58 1.26 0.213
H -5.44 3.30 0.71 0.200
H -4.79 3.40 2.34 0.174
H -5.02 1.01 0.12 0.189
H -4.70 0.75 1.85 0.182
H -3.49 0.27 0.65 0.256
C 2.56 0.07 7.59 -0.245
O 2.10 -0.36 6.33 -0.513
C 2.33 0.47 5.26 0.238
C 2.91 1.71 5.33 -0.294
C 3.11 2.46 4.17 -0.269
C 2.73 1.95 2.95 -0.207
C 2.14 0.69 2.86 -0.296
C 1.91 -0.06 4.01 0.211
N 1.32 -1.30 3.99 -0.591
C 0.63 -1.80 2.90 -0.023
C 0.30 -3.16 2.77 -0.214
C 0.66 -4.15 3.71 -0.222
C 0.29 -5.47 3.57 -0.305
C -0.45 -5.85 2.45 -0.238
C -0.81 -4.93 1.49 -0.302
C -0.46 -3.56 1.58 0.410
O -0.76 -2.70 0.69 -0.830
H 2.06 0.99 7.90 0.171
H 3.64 0.23 7.57 0.174
H 2.32 -0.72 8.29 0.193
H 3.22 2.10 6.29 0.205
H 3.58 3.43 4.24 0.201
H 2.93 2.49 2.03 0.219
H 1.94 0.28 1.88 0.221
H 1.42 -1.86 4.82 0.407
H 0.26 -1.09 2.19 0.176
H 1.25 -3.88 4.59 0.171
H 0.59 -6.21 4.31 0.189
H -0.73 -6.89 2.33 0.186
H -1.38 -5.22 0.61 0.193
N 1.05 0.26 -3.03 -0.383
C 1.37 0.57 -4.30 -0.096
C 0.21 0.83 -5.01 -0.400
C -0.81 0.63 -4.07 -0.104
N -0.29 0.30 -2.89 -0.373
H 1.85 0.21 -1.89 0.274
H 2.41 0.61 -4.60 0.189
H 0.12 1.11 -6.05 0.200
H -1.88 0.71 -4.19 0.180
C 2.30 2.64 -1.42 -0.243
O 3.16 1.66 -0.88 -0.553
C 2.62 0.37 -0.92 -0.065
C 3.62 -0.57 -0.35 -0.702
H 2.47 2.78 -2.49 0.175
H 2.49 3.60 -0.92 0.162
H 1.25 2.37 -1.29 0.180
H 4.57 -0.55 -0.92 0.194
H 3.27 -1.61 -0.37 0.214
H 3.89 -0.36 0.69 0.203


# 2
70
Properties=species:S:1:pos:R:3:nbo_charge:R:1 method="wB97M-V/def2-TZVPD" gap_ev=8.40 homo_energy_ha=-0.3013 total_charge=0
C 1.59 -4.78 3.05 -0.631
H 1.36 -5.72 3.55 0.237
C 0.36 -4.37 2.25 -0.208
H -0.46 -4.24 2.96 0.226
H 0.10 -5.17 1.56 0.217
N 0.44 -3.11 1.46 -0.224
C 1.47 -3.30 0.38 -0.199
H 2.38 -3.68 0.85 0.213
C 1.89 -2.06 -0.42 -0.262
N 0.79 -1.39 -1.07 -1.028
P 1.18 -0.56 -2.50 2.082
O 2.01 -1.41 -3.37 -1.100
C 1.84 1.04 -2.03 -0.704
C 1.04 2.09 -1.85 0.357
O -0.28 2.15 -2.15 -0.462
C -0.95 1.14 -2.76 0.351
C -0.45 -0.07 -3.05 -0.698
H -1.03 -0.77 -3.63 0.247
C -2.32 1.54 -3.13 -0.012
C -2.61 2.88 -3.38 -0.204
C -3.90 3.26 -3.73 -0.196
C -4.90 2.32 -3.82 -0.208
C -4.62 0.99 -3.55 -0.215
C -3.34 0.60 -3.21 -0.198
H -3.14 -0.43 -2.97 0.212
H -5.41 0.25 -3.61 0.212
H -5.90 2.62 -4.09 0.212
H -4.11 4.30 -3.93 0.213
H -1.83 3.62 -3.30 0.222
C 1.55 3.38 -1.36 0.003
C 2.49 3.41 -0.33 -0.196
C 2.97 4.62 0.14 -0.202
C 2.51 5.81 -0.40 -0.210
C 1.57 5.79 -1.41 -0.215
C 1.08 4.58 -1.88 -0.206
H 0.34 4.57 -2.67 0.209
H 1.20 6.72 -1.83 0.210
H 2.89 6.75 -0.03 0.209
H 3.69 4.63 0.94 0.208
H 2.80 2.48 0.12 0.239
H 2.90 1.13 -1.84 0.254
H 0.28 -0.76 -0.45 0.441
H 2.46 -1.37 0.22 0.212
H 2.56 -2.41 -1.21 0.250
H 1.09 -4.06 -0.30 0.217
C -0.88 -2.83 0.80 -0.271
C -2.14 -3.42 1.43 -0.631
H -2.18 -4.51 1.37 0.206
H -2.28 -3.12 2.46 0.210
H -2.98 -3.03 0.86 0.243
H -0.82 -3.18 -0.23 0.233
H -0.99 -1.74 0.76 0.307
C 0.87 -1.96 2.30 -0.300
C -0.08 -1.48 3.38 -0.423
H -1.08 -1.33 2.97 0.224
H -0.14 -2.20 4.21 0.199
C 0.41 -0.12 3.91 -0.406
C -0.17 1.05 3.15 -0.668
H 0.24 1.99 3.51 0.241
H -1.25 1.08 3.19 0.227
S 0.22 1.08 1.36 2.404
O -0.03 2.44 0.95 -0.975
O -0.71 0.10 0.77 -1.064
O 1.60 0.62 1.22 -1.037
H 1.50 -0.08 3.83 0.218
H 0.14 -0.03 4.97 0.217
H 1.83 -2.22 2.75 0.211
H 1.04 -1.10 1.65 0.323
H 1.85 -4.06 3.81 0.219
H 2.46 -4.96 2.42 0.217


# 3
71
Properties=species:S:1:pos:R:3:mulliken_spin:R:1 method="wB97M-V/def2-TZVPD" gap_ev="7.22 / 7.61" spin_multiplicity=3 homo_energy_ha="-0.5045 / -0.5155" total_charge=+2
W 0.91 -0.28 -0.21 1.583
C 1.87 1.29 2.37 0.043
N 2.44 0.65 1.16 0.058
C 3.43 -0.40 1.62 -0.013
C 2.91 -1.83 1.85 0.029
C 1.47 -2.02 2.31 -0.001
N 0.54 -1.87 1.18 -0.027
C -0.33 -2.82 1.01 0.055
C -1.28 -2.97 -0.04 0.038
C -2.14 -4.08 -0.01 0.017
C -3.06 -4.29 -1.00 -0.011
C -3.14 -3.39 -2.06 0.018
C -2.31 -2.29 -2.12 -0.011
C -1.37 -2.07 -1.12 0.024
O -0.58 -1.00 -1.19 -0.003
C 3.23 1.70 0.42 0.017
C 2.45 2.90 -0.11 0.004
C 1.51 2.64 -1.32 0.012
N 1.47 1.22 -1.65 0.018
C 1.50 0.85 -2.89 0.025
C 1.80 -0.48 -3.34 0.029
C 1.85 -0.73 -4.72 0.010
C 2.38 -1.90 -5.21 -0.007
C 2.92 -2.83 -4.33 0.010
C 2.91 -2.61 -2.97 -0.005
C 2.32 -1.46 -2.47 0.042
O 2.26 -1.31 -1.12 -0.015
H 2.67 1.63 3.03 0.000
H 1.24 0.59 2.92 -0.017
H 1.27 2.15 2.09 0.000
H 3.89 -0.01 2.53 0.000
H 4.21 -0.45 0.86 -0.005
H 3.58 -2.28 2.58 0.000
H 3.03 -2.40 0.93 0.003
H 1.20 -1.34 3.12 0.002
H 1.38 -3.03 2.71 -0.002
H -0.33 -3.61 1.76 -0.001
H -2.06 -4.78 0.82 0.001
H -3.72 -5.15 -0.96 0.000
H -3.87 -3.55 -2.85 0.000
H -2.36 -1.58 -2.94 0.000
H 3.73 1.18 -0.40 -0.006
H 4.00 2.06 1.10 0.003
H 3.22 3.61 -0.41 0.000
H 1.90 3.39 0.69 0.001
H 1.87 3.21 -2.18 -0.003
H 0.51 3.00 -1.10 0.003
H 1.37 1.57 -3.70 -0.002
H 1.47 0.03 -5.40 0.000
H 2.39 -2.07 -6.28 0.000
H 3.36 -3.74 -4.71 0.000
H 3.32 -3.33 -2.27 -0.001
C -3.90 1.78 3.40 0.000
C -4.27 2.83 2.36 0.000
C -5.13 2.24 1.25 0.000
C -3.03 3.54 1.80 0.000
N -2.15 2.63 1.06 0.001
C -1.23 1.77 1.50 0.018
N -0.76 1.11 0.47 0.053
N -1.44 1.57 -0.62 0.010
N -2.25 2.48 -0.27 0.002
H -4.80 1.41 3.90 0.000
H -3.24 2.19 4.18 0.000
H -3.42 0.91 2.94 0.000
H -4.83 3.62 2.86 0.000
H -4.62 1.44 0.72 0.000
H -5.42 3.00 0.52 0.000
H -6.05 1.82 1.67 0.000
H -2.44 3.98 2.61 0.000
H -3.31 4.32 1.10 0.000
H -0.96 1.64 2.54 0.001


# 4
69
Properties=species:S:1:pos:R:3:nbo_charge:R:1 method="wB97M-V/def2-TZVPD" gap_ev="3.86 / 3.94" relative_energy_kj_mol=141.2 spin_multiplicity=3 homo_energy_ha="-0.4989 / -0.4989" total_charge=+2
C -0.50 -0.29 -5.22 -0.799
C -0.19 -0.73 -3.88 0.942
H -0.33 -1.02 -6.04 0.359
H 0.12 0.62 -5.41 0.351
H -1.58 0.00 -5.21 0.351
O 0.19 -1.52 -3.10 -0.213
I -1.28 3.46 0.46 -0.146
Pr -0.65 1.30 -1.45 0.417
P -3.21 0.19 -1.84 0.801
C -3.34 -1.00 -0.47 -0.922
C -4.24 1.63 -1.38 -0.911
H -5.30 1.46 -1.56 0.268
H -4.91 -0.88 -3.20 0.274
H -3.91 2.49 -1.98 0.281
H -3.84 0.15 -4.19 0.262
H -2.99 -0.56 0.48 0.283
H -4.09 1.91 -0.33 0.281
C -3.87 -0.56 -3.34 -0.928
H -4.37 -1.34 -0.36 0.268
H -3.27 -1.44 -3.64 0.233
H -2.70 -1.88 -0.69 0.249
P 1.88 2.05 -2.42 0.802
C 2.99 1.31 -1.19 -0.924
C 2.56 1.79 -4.08 -0.928
H 0.92 4.25 -2.51 0.280
H 2.69 4.37 -2.45 0.269
H 1.75 4.03 -0.98 0.282
C 1.83 3.84 -2.06 -0.912
H 1.92 2.24 -4.85 0.261
H 3.57 2.21 -4.16 0.274
H 4.00 1.71 -1.28 0.269
H 3.02 0.22 -1.33 0.249
H 2.62 0.71 -4.31 0.234
H 2.61 1.52 -0.18 0.280
Cl -1.39 2.67 -3.57 -0.437
C 2.47 -4.56 2.11 -0.184
C 2.01 -4.38 0.80 -0.208
C 1.40 -3.18 0.41 -0.230
C 1.25 -2.16 1.37 -0.325
C 1.67 -2.36 2.69 -0.157
C 2.31 -3.55 3.06 -0.198
As 0.28 -0.51 0.93 0.814
C -1.13 -0.88 2.27 -0.312
C -1.95 0.18 2.70 -0.258
C -2.96 -0.05 3.63 -0.191
C -3.22 -1.35 4.08 -0.181
C -2.48 -2.42 3.57 -0.218
C -1.47 -2.19 2.63 -0.160
C 1.51 0.59 2.04 -0.323
C 1.03 1.73 2.68 -0.231
C 1.89 2.59 3.35 -0.188
C 3.26 2.30 3.41 -0.181
C 3.76 1.17 2.75 -0.230
C 2.89 0.33 2.04 -0.173
H 2.96 -5.50 2.40 0.240
H 2.12 -5.19 0.07 0.230
H 1.03 -3.02 -0.60 0.196
H 1.52 -1.57 3.44 0.228
H 2.66 -3.67 4.08 0.238
H -1.81 1.17 2.27 0.223
H -3.55 0.79 4.00 0.234
H -4.00 -1.53 4.83 0.239
H -2.70 -3.44 3.88 0.236
H -0.94 -3.03 2.16 0.221
H -0.03 1.98 2.60 0.228
H 1.49 3.50 3.80 0.235
H 3.94 2.95 3.97 0.238
H 4.82 0.94 2.77 0.234
H 3.29 -0.53 1.48 0.217


# 5
69
Properties=species:S:1:pos:R:3:nbo_charge:R:1 method="wB97M-V/def2-TZVPD" gap_ev="7.82 / 3.93" relative_energy_kj_mol=45.7 spin_multiplicity=5 homo_energy_ha="-0.6040 / -0.6173" total_charge=+3
C 0.05 1.14 -3.88 -0.796
C 0.05 0.20 -2.70 0.456
H 0.09 2.16 -3.49 0.242
H -0.83 0.99 -4.53 0.268
H 0.93 0.94 -4.52 0.265
O 0.05 0.57 -1.54 -0.687
I 0.10 -1.95 0.49 0.386
Pt 0.08 -1.62 -3.68 0.516
P 2.26 -1.73 -2.84 1.114
C 2.83 -0.56 -1.56 -0.974
C 2.94 -3.31 -2.25 -0.951
H 4.04 -3.28 -2.33 0.280
H 4.32 -1.39 -4.08 0.273
H 2.55 -4.15 -2.84 0.290
H 2.94 -1.80 -5.16 0.280
H 2.81 -1.07 -0.59 0.245
H 2.65 -3.44 -1.20 0.245
C 3.26 -1.22 -4.28 -0.951
H 3.86 -0.26 -1.80 0.280
H 3.07 -0.16 -4.46 0.250
H 2.19 0.32 -1.50 0.257
P -2.06 -1.77 -2.75 1.119
C -2.58 -0.57 -1.48 -0.978
C -3.12 -1.30 -4.16 -0.952
H -2.40 -4.19 -2.66 0.289
H -3.84 -3.27 -2.10 0.279
H -2.40 -3.42 -1.03 0.247
C -2.74 -3.32 -2.08 -0.951
H -2.83 -1.88 -5.04 0.280
H -4.18 -1.48 -3.90 0.272
H -3.62 -0.27 -1.67 0.273
H -1.96 0.33 -1.49 0.254
H -2.97 -0.23 -4.36 0.251
H -2.47 -1.04 -0.50 0.242
Cl 0.10 -3.57 -4.89 -0.450
C -0.92 5.28 1.77 -0.093
C -0.87 4.60 0.53 0.043
C -0.61 3.22 0.50 -0.300
C -0.42 2.54 1.71 -0.158
C -0.47 3.19 2.94 -0.050
C -0.71 4.58 2.97 -0.167
As -0.06 0.53 1.59 1.083
C 1.66 0.50 2.58 -0.255
C 2.19 -0.67 3.13 -0.267
C 3.47 -0.66 3.70 -0.161
C 4.23 0.52 3.70 -0.150
C 3.73 1.67 3.08 -0.187
C 2.45 1.66 2.50 -0.254
C -1.45 0.06 2.94 -0.247
C -1.32 -1.09 3.71 -0.276
C -2.43 -1.59 4.40 -0.155
C -3.68 -0.95 4.30 -0.155
C -3.80 0.19 3.51 -0.170
C -2.69 0.70 2.81 -0.269
H -1.12 6.35 1.78 0.273
H -1.04 5.14 -0.41 0.259
H -0.57 2.67 -0.44 0.261
H -0.33 2.64 3.88 0.265
H -0.75 5.12 3.93 0.270
H 1.61 -1.60 3.11 0.214
H 3.86 -1.58 4.15 0.253
H 5.21 0.54 4.19 0.258
H 4.32 2.60 3.05 0.252
H 2.07 2.55 1.99 0.216
H -0.35 -1.60 3.78 0.224
H -2.32 -2.48 5.02 0.252
H -4.54 -1.35 4.85 0.261
H -4.76 0.70 3.42 0.250
H -2.78 1.60 2.19 0.219


# 6
81
Properties=species:S:1:pos:R:3:mulliken_spin:R:1 method="wB97M-V/def2-TZVPD" gap_ev="8.67 / 6.89" relative_energy_kj_mol=0.0 spin_multiplicity=2 homo_energy_ha="-0.3146 / -0.3146" total_charge=0
K -0.15 0.98 0.37 0.009
C 2.87 -0.46 -0.13 0.000
C 2.65 -0.14 1.33 0.001
O 1.27 -0.36 1.62 -0.002
C 0.85 -0.19 2.97 0.000
C 1.00 1.24 3.46 0.000
O 0.32 2.10 2.56 0.000
C 0.74 3.46 2.53 0.000
C 0.95 3.86 1.08 0.000
O 1.89 2.94 0.52 0.000
C 1.87 2.83 -0.90 0.000
C 2.77 1.68 -1.28 0.000
O 2.16 0.42 -1.01 0.001
H 2.47 -1.46 -0.32 0.001
H 3.94 -0.45 -0.35 0.000
H 2.92 0.90 1.54 0.000
H 3.27 -0.80 1.95 0.000
H 1.41 -0.86 3.63 0.000
H -0.20 -0.49 2.99 0.000
H 2.05 1.52 3.53 0.000
H 0.57 1.30 4.47 0.000
H 1.67 3.58 3.09 0.000
H -0.02 4.09 2.97 0.000
H 1.33 4.88 1.04 0.000
H 0.00 3.83 0.52 0.000
H 2.24 3.75 -1.37 0.000
H 0.85 2.66 -1.26 0.001
H 3.71 1.78 -0.72 0.000
H 3.00 1.75 -2.34 0.000
C 2.94 -4.13 2.18 0.000
C 1.49 -3.95 1.84 0.000
C 0.36 -4.27 2.63 0.000
C -0.71 -3.92 1.85 0.000
N -0.22 -3.40 0.69 -0.008
N 1.14 -3.42 0.69 0.000
B -1.01 -2.97 -0.55 0.063
N -2.04 -1.82 -0.22 -0.010
C -3.06 -1.77 0.66 0.007
C -3.98 -0.85 0.22 0.043
C -3.49 -0.35 -1.00 0.046
C -4.02 0.70 -1.91 -0.008
N -2.35 -1.00 -1.24 0.443
N -0.10 -2.33 -1.62 0.008
C 0.97 -2.78 -2.29 0.000
C 1.27 -1.90 -3.30 0.041
C 0.31 -0.88 -3.21 0.029
C 0.11 0.36 -4.01 -0.010
N -0.47 -1.14 -2.17 0.346
N -1.79 -4.13 -1.19 -0.010
C -1.83 -4.57 -2.47 -0.001
C -2.77 -5.57 -2.54 -0.002
C -3.27 -5.67 -1.22 0.000
C -4.34 -6.58 -0.69 0.000
N -2.68 -4.80 -0.42 -0.001
H 3.10 -5.04 2.76 0.000
H 3.54 -4.19 1.27 0.000
H 3.33 -3.29 2.78 0.000
H 0.34 -4.72 3.61 0.000
H -1.76 -4.07 1.99 0.000
H -3.06 -2.40 1.53 0.002
H -4.88 -0.52 0.73 0.002
H -4.87 1.21 -1.44 -0.001
H -3.27 1.46 -2.13 0.003
H -4.36 0.25 -2.85 0.000
H 1.46 -3.69 -1.97 0.001
H 2.09 -1.95 -4.00 0.003
H 1.01 0.59 -4.59 -0.001
H -0.72 0.25 -4.71 -0.001
H -0.11 1.22 -3.37 0.005
H -1.21 -4.13 -3.24 0.001
H -3.06 -6.14 -3.40 0.000
H -4.59 -7.35 -1.43 0.000
H -4.01 -7.09 0.22 0.000
H -5.25 -6.03 -0.46 0.000
Cl -2.79 4.71 1.88 0.000
C -3.52 3.40 0.87 0.000
Cl -4.15 4.12 -0.63 0.000
Cl -4.88 2.67 1.76 0.000
C -2.36 2.36 0.58 0.000
O -1.68 2.61 -0.45 0.003
O -2.23 1.44 1.40 -0.001